Record 1
# C4H8O

C4H8O as an isolated structure (wB97M-V/def2-TZVPD, OMol25).

Each line ends with the Löwdin charge.
Cartesian coordinates (Å):
C: 1.26667 1.03006 0.22324  -0.051
C: 0.53493 -0.16249 0.04551  -0.502
C: -1.32790 0.40308 -0.69890  -0.042
C: 0.27379 -1.38593 0.77031  -0.034
O: 0.63741 -1.33344 -0.63732  0.030
H: 1.74166 1.17681 1.18812  0.054
H: 1.70852 1.48606 -0.65752  0.059
H: -0.20175 0.98299 -0.02858  0.108
H: -1.97050 -0.40913 -0.35812  0.038
H: -1.15015 0.33328 -1.77335  0.050
H: -1.81930 1.36094 -0.46925  0.057
H: 1.05154 -1.77586 1.42551  0.122
H: -0.74491 -1.70637 0.97036  0.111

Forces on the atoms, in the same order (eV/Å):
C 0.241 -0.008 -0.016
C -0.152 0.143 0.147
C -0.187 -0.060 -0.132
C -0.092 -0.066 0.223
O 0.110 -0.097 -0.166
H -0.076 -0.030 -0.138
H -0.082 -0.061 0.108
H -0.123 0.034 -0.016
H 0.136 0.091 -0.006
H 0.036 0.009 0.139
H 0.135 -0.082 0.033
H -0.122 0.076 -0.132
H 0.177 0.051 -0.044

Output
Charge: 0
Strongest force on any atom (Eh/bohr): 0.005
E_HOMO (eV): -7.56
Kohn-Sham gap (eV): 8.534
Energy relative to the best compared isomer or geometry (same formula, charge and spin) (kcal/mol): 147.6

Record 2
# C4H8O

One molecule with the formula C4H8O in a non-equilibrium geometry (wB97M-V/def2-TZVPD, OMol25).

Each line ends with the Löwdin charge.
Cartesian coordinates (Å):
C: 2.43758 -0.20948 -0.03829  -0.144
C: 0.90222 -0.21356 0.06486  -0.213
C: 0.03894 0.81905 0.04226  -0.081
C: -1.50944 0.55768 -0.06499  -0.233
O: -1.87846 -0.81763 -0.08419  -0.068
H: 2.75424 -1.15268 -0.71603  0.092
H: 3.01980 0.85327 -0.56822  0.146
H: 2.75704 -0.33283 1.08692  0.079
H: 0.37372 -1.15636 -0.00003  0.083
H: 0.35497 1.78586 0.29819  0.078
H: -1.78192 0.97590 -0.98488  0.091
H: -2.03289 1.01814 0.79574  0.118
H: -1.63305 -1.17248 0.73881  0.053

Forces on the atoms, in the same order (eV/Å):
C 1.261 0.535 -0.252
C -0.347 1.343 -1.329
C -0.715 -2.649 0.756
C 1.769 -0.506 2.055
O -0.189 1.044 -1.849
H -0.476 2.258 1.821
H -2.136 -3.293 1.834
H 0.216 0.113 -2.375
H 0.566 -0.474 -0.189
H 0.334 1.536 -0.327
H -0.915 0.638 -1.237
H 0.217 0.286 -0.592
H 0.412 -0.831 1.684

Output
Charge: 0
Strongest force on any atom (Eh/bohr): 0.084
E_HOMO (eV): -9.27
Kohn-Sham gap (eV): 10.281
Energy relative to the best compared isomer or geometry (same formula, charge and spin) (kcal/mol): 52.9
Structure (SMILES): C/C=C/CO

Record 3
# C4H8O

One molecule with the formula C4H8O in a non-equilibrium geometry (wB97M-V/def2-TZVPD, OMol25).

Each line ends with the Löwdin charge.
Cartesian coordinates (Å):
C: -0.49329 1.34084 0.88695  -0.110
O: -1.23251 0.89312 -0.21485  -0.130
C: -0.56503 -0.13072 -0.81642  -0.244
C: 1.13018 -0.33207 -0.40694  -0.112
C: 0.02361 -1.31301 -0.17214  -0.182
H: -0.62629 0.67391 1.75039  0.093
H: -0.81912 2.35458 1.12573  0.095
H: 0.55604 1.19790 0.51400  0.062
H: -0.98895 -0.24946 -1.82801  0.150
H: 1.74644 -0.39067 -1.28819  0.067
H: 1.79426 -0.18918 0.47734  0.100
H: 0.05544 -2.20604 -0.77415  0.100
H: -0.23393 -1.48084 0.86857  0.112

Forces on the atoms, in the same order (eV/Å):
C 0.286 0.129 0.338
O -0.183 -0.250 0.217
C 1.280 0.083 -0.188
C -0.264 -0.453 -0.852
C -0.252 -0.666 0.057
H -0.027 0.221 0.058
H 0.191 -0.125 0.038
H -0.741 1.268 1.031
H 1.036 0.122 0.244
H -0.094 -0.573 -0.292
H -1.011 0.739 -0.664
H -0.330 -0.385 0.042
H 0.110 -0.110 -0.027

Output
Charge: 0
Strongest force on any atom (Eh/bohr): 0.035
E_HOMO (eV): -8.69
Kohn-Sham gap (eV): 9.840
Energy relative to the best compared isomer or geometry (same formula, charge and spin) (kcal/mol): 74.6
Structure (SMILES): COC1CC1

Record 4
# C4H8O

A 2-piece molecular cluster, C4H8O overall in a non-equilibrium geometry (wB97M-V/def2-TZVPD, OMol25).

Each line ends with the Löwdin charge.
Cartesian coordinates (Å):
C: -1.26042 0.40041 0.35017  -0.127
C: -0.15663 0.15848 -0.67975  -0.353
C: 0.54399 -1.17999 -0.44706  -0.126
C: 1.81816 1.69411 0.79149  0.040
O: 1.56935 0.99618 1.65311  0.033
H: -2.04543 -0.35707 0.24302  0.073
H: -0.88396 0.32622 1.37838  0.060
H: -1.72386 1.38584 0.23442  0.072
H: -0.57444 0.19184 -1.69002  0.103
H: 1.38427 -1.32957 -1.13286  0.071
H: -0.16402 -2.00338 -0.59478  0.073
H: 0.92694 -1.26766 0.57778  0.061
H: 0.56605 0.98458 -0.68390  0.019

Forces on the atoms, in the same order (eV/Å):
C -0.060 0.011 -0.015
C -0.060 0.002 -0.110
C 0.001 -0.040 -0.041
C 0.034 -0.612 1.345
O 0.451 0.905 -0.827
H 0.078 0.117 0.017
H -0.008 0.018 -0.230
H 0.044 -0.134 -0.018
H -0.113 -0.151 0.038
H -0.122 0.012 0.058
H 0.110 0.081 0.008
H -0.080 0.088 -0.195
H -0.277 -0.297 -0.032

Output
Charge: 0
Strongest force on any atom (Eh/bohr): 0.029
E_HOMO (eV): -11.38
Kohn-Sham gap (eV): 12.578
Energy relative to the best compared isomer or geometry (same formula, charge and spin) (kcal/mol): 10.2

Record 5
# C4H8O

One molecule with the formula C4H8O (wB97M-V/def2-TZVPD, OMol25).

Each line ends with the Löwdin charge.
Cartesian coordinates (Å):
C: -1.78349 0.08788 0.23672  -0.119
C: -0.46432 -0.10216 -0.50439  -0.276
C: 0.76116 0.07824 0.38415  -0.187
C: 2.05262 -0.08597 -0.38070  -0.268
O: 2.11144 -0.48393 -1.52017  0.046
H: -1.85123 1.08580 0.68620  0.072
H: -1.90349 -0.64860 1.04002  0.072
H: -2.63073 -0.02660 -0.44749  0.070
H: -0.42344 -1.09789 -0.95883  0.112
H: -0.39595 0.60612 -1.33840  0.114
H: 0.76560 1.06009 0.88063  0.120
H: 0.77264 -0.65795 1.20372  0.125
H: 2.98469 0.17554 0.16563  0.118

Forces on the atoms, in the same order (eV/Å):
C -0.059 0.003 0.044
C -0.002 -0.018 -0.067
C -0.049 -0.015 -0.051
C -0.012 -0.119 -0.262
O 0.035 0.191 0.455
H 0.020 -0.138 -0.061
H 0.035 0.104 -0.102
H 0.113 0.018 0.119
H -0.024 0.134 0.053
H -0.022 -0.094 0.108
H 0.046 -0.119 -0.108
H 0.026 0.094 -0.103
H -0.108 -0.042 -0.025

Output
Charge: 0
Strongest force on any atom (Eh/bohr): 0.010
E_HOMO (eV): -9.85
Kohn-Sham gap (eV): 10.915
Energy relative to the best compared isomer or geometry (same formula, charge and spin) (kcal/mol): 6.2
Structure (SMILES): CCCC=O

Record 6
# C4H8O

A 2-piece molecular cluster, C4H8O overall in a non-equilibrium geometry (wB97M-V/def2-TZVPD, OMol25).

Each line ends with the Löwdin charge.
Cartesian coordinates (Å):
C: 0.44073 -0.06949 0.36637  -0.035
C: -0.27652 -0.35869 1.44463  -0.239
C: -0.09127 0.33282 2.75276  -0.125
H: 0.49871 -0.74321 -0.47671  0.028
H: 0.92415 0.89116 0.22876  0.061
H: -0.94908 -1.21392 1.34960  0.094
H: -0.56342 1.34346 2.67500  0.086
H: -0.50511 -0.14682 3.62500  0.060
H: 0.93150 0.63827 2.98053  0.072
C: -0.06369 -0.13362 -3.73957  -0.132
O: -1.22818 -0.09111 -4.04338  -0.012
H: 0.15023 -0.28103 -2.65785  0.060
H: 0.73196 -0.16781 -4.50514  0.082

Forces on the atoms, in the same order (eV/Å):
C -0.292 0.303 -0.372
C 0.671 -0.860 -0.210
C -0.656 2.246 -0.129
H -0.467 0.086 -0.184
H 0.603 -0.180 0.378
H 0.312 -0.017 0.485
H -0.144 -0.628 0.255
H -0.205 -0.353 0.056
H 0.190 -0.611 -0.242
C -1.020 -0.809 0.479
O 0.293 0.286 -0.354
H 0.620 0.295 -0.392
H 0.096 0.242 0.232

Output
Charge: 0
Strongest force on any atom (Eh/bohr): 0.046
E_HOMO (eV): -9.46
Kohn-Sham gap (eV): 10.348
Energy relative to the best compared isomer or geometry (same formula, charge and spin) (kcal/mol): 48.4
Structure (SMILES): C=CC.C=O

Record 7
# C4H8O

One molecule with the formula C4H8O (wB97M-V/def2-TZVPD, OMol25).

Each line ends with the Löwdin charge.
Cartesian coordinates (Å):
C: 1.32130 -0.51103 -1.11171  -0.121
C: 0.01310 0.14104 -0.67434  -0.272
C: -0.24651 -0.03876 0.81556  -0.191
C: -1.52754 0.58725 1.30231  -0.272
O: -2.30839 1.18438 0.60077  0.049
H: 1.31603 -1.58980 -0.91498  0.072
H: 2.17951 -0.08153 -0.58115  0.072
H: 1.49117 -0.37057 -2.18321  0.069
H: 0.02620 1.21120 -0.91059  0.114
H: -0.82709 -0.27972 -1.23843  0.114
H: -0.28381 -1.10493 1.08802  0.123
H: 0.57144 0.38758 1.41673  0.123
H: -1.72542 0.46489 2.39102  0.119

Forces on the atoms, in the same order (eV/Å):
C 0.075 -0.035 -0.036
C -0.037 0.026 -0.032
C -0.010 0.018 -0.040
C -0.161 0.129 -0.167
O 0.295 -0.230 0.291
H -0.011 0.152 -0.016
H -0.130 -0.054 -0.059
H -0.016 -0.022 0.126
H -0.011 -0.144 0.044
H 0.108 0.060 0.084
H 0.019 0.138 -0.006
H -0.105 -0.076 -0.050
H -0.018 0.039 -0.139

Output
Charge: 0
Strongest force on any atom (Eh/bohr): 0.009
E_HOMO (eV): -9.84
Kohn-Sham gap (eV): 10.901
Energy relative to the best compared isomer or geometry (same formula, charge and spin) (kcal/mol): 5.9
Structure (SMILES): CCCC=O

Record 8
# C4H8O

C4H8O as an isolated structure (wB97M-V/def2-TZVPD, OMol25).

Each line ends with the Löwdin charge.
Cartesian coordinates (Å):
C: 1.20093 -0.62432 0.63185  -0.078
C: 0.19314 0.43535 0.21372  -0.312
C: -0.19931 0.40945 -1.27398  -0.166
O: -1.48518 -0.15361 -0.97574  -0.116
C: -1.28073 0.05390 0.42852  -0.168
H: 1.25804 -0.71426 1.72287  0.077
H: 2.20583 -0.39173 0.26092  0.077
H: 0.90968 -1.60144 0.22767  0.086
H: 0.46632 1.42232 0.60098  0.131
H: 0.39621 -0.24807 -1.92087  0.118
H: -0.28944 1.39896 -1.74299  0.116
H: -1.90847 0.86926 0.81275  0.116
H: -1.46701 -0.85583 1.01431  0.119

Forces on the atoms, in the same order (eV/Å):
C 0.005 -0.043 -0.002
C 0.074 0.030 0.055
C 0.282 0.124 -0.219
O -0.117 -0.045 -0.090
C -0.092 0.010 0.396
H -0.022 0.034 -0.157
H -0.156 -0.012 0.042
H 0.044 0.130 0.060
H -0.017 -0.175 -0.078
H -0.082 0.107 0.099
H 0.001 -0.157 0.054
H 0.052 -0.131 -0.061
H 0.026 0.129 -0.100

Output
Charge: 0
Strongest force on any atom (Eh/bohr): 0.008
E_HOMO (eV): -9.62
Kohn-Sham gap (eV): 10.743
Energy relative to the best compared isomer or geometry (same formula, charge and spin) (kcal/mol): 27.4